(1)
99
Properties=species:S:1:pos:R:3:lowdin_charge:R:1 method="wB97M-V/def2-TZVPD" orbital_gap_ev=6.3 total_charge=+3 max_force_ev_per_a=2.18
Ca -2.073 -3.171 -1.922 1.6106
Ca 1.397 -7.053 -0.806 1.6472
O -2.993 -6.631 -0.199 0.0981
C -1.741 -6.363 -0.485 -0.7541
O -0.872 -7.253 -0.240 -0.1590
O -1.467 -5.226 -0.993 -0.1901
H -3.013 -7.584 0.120 0.1091
C -5.663 -5.636 -3.765 -0.1503
C -5.488 -4.486 -4.749 -0.1122
C -4.238 -3.752 -4.216 -0.1462
O -3.909 -4.386 -2.934 -0.3162
C -4.291 -5.751 -3.094 -0.1765
H -6.025 -6.606 -4.101 0.0377
H -6.435 -5.302 -3.067 0.1318
H -6.314 -3.776 -4.708 0.1208
H -5.419 -4.737 -5.806 0.1227
H -4.451 -2.695 -4.060 0.1111
H -3.356 -3.948 -4.834 0.1271
H -4.320 -6.304 -2.156 0.0884
H -3.573 -6.299 -3.717 0.1259
C -5.546 -9.625 -3.621 -0.1290
C -6.148 -8.494 -4.427 -0.1532
C -4.970 -8.063 -5.257 -0.1744
O -3.850 -8.215 -4.375 -0.1665
C -4.179 -9.048 -3.248 -0.1892
H -5.340 -10.538 -4.183 0.1310
H -6.089 -9.909 -2.718 0.1134
H -6.439 -7.710 -3.723 0.0879
H -7.038 -8.865 -4.935 0.1430
H -5.082 -7.038 -5.615 0.1098
H -4.806 -8.701 -6.129 0.1401
H -4.174 -8.401 -2.357 0.0860
H -3.386 -9.771 -3.056 0.1028
C 1.038 -9.119 2.121 -0.0496
C 2.036 -9.752 1.136 -0.2222
N 1.722 -9.388 -0.283 -0.3302
C 0.538 -10.168 -0.710 -0.2418
C 0.178 -9.902 -2.176 -0.0723
C 2.931 -9.565 -1.110 -0.2955
C 3.466 -10.981 -1.239 -0.0419
H 0.855 -8.071 1.862 0.0526
H 1.447 -9.219 3.123 0.0967
H 0.077 -9.628 2.064 0.0679
H 3.045 -9.411 1.378 0.1247
H 2.060 -10.829 1.305 0.1339
H 0.729 -11.234 -0.590 0.1330
H -0.359 -9.858 -0.180 0.0767
H -0.578 -10.634 -2.462 0.0915
H -0.250 -8.898 -2.301 0.0597
H 0.941 -10.014 -2.949 0.0814
H 3.743 -8.949 -0.702 0.1212
H 2.733 -9.168 -2.118 0.1000
H 4.249 -11.050 -1.992 0.0994
H 2.687 -11.694 -1.507 0.0870
H 3.885 -11.329 -0.295 0.0916
C -2.592 -3.309 1.448 -0.0676
C -3.321 -2.138 0.782 -0.2281
N -3.865 -2.385 -0.575 -0.3132
C -5.225 -2.936 -0.565 -0.2274
C -5.403 -4.237 0.202 -0.0614
C -3.811 -1.137 -1.380 -0.2835
C -4.464 0.076 -0.706 -0.0401
H -2.411 -3.038 2.490 0.0977
H -1.557 -3.440 1.103 0.0620
H -3.113 -4.259 1.397 0.0579
H -4.101 -1.817 1.477 0.1396
H -2.648 -1.277 0.743 0.1203
H -5.961 -2.202 -0.217 0.1287
H -5.572 -3.109 -1.586 0.1099
H -6.379 -4.688 0.016 0.0921
H -4.659 -4.985 -0.072 0.0473
H -5.402 -4.097 1.285 0.0894
H -4.367 -1.222 -2.319 0.1146
H -2.753 -0.948 -1.615 0.0858
H -5.346 -0.122 -0.106 0.0919
H -4.659 0.821 -1.476 0.0973
H -3.718 0.511 -0.037 0.0851
C -3.074 -7.961 3.068 -0.0671
C -4.343 -8.520 2.377 -0.2369
N -4.116 -8.898 0.984 -0.1917
C -5.386 -9.260 0.320 -0.2082
C -6.177 -7.997 -0.031 -0.0574
C -3.185 -10.051 0.982 -0.2265
C -2.844 -10.534 -0.409 -0.0961
H -2.490 -8.783 3.482 0.0706
H -3.381 -7.347 3.913 0.0821
H -2.512 -7.342 2.370 0.0564
H -4.819 -9.249 3.042 0.1337
H -5.037 -7.676 2.439 0.1056
H -5.172 -9.787 -0.606 0.0748
H -5.943 -9.977 0.931 0.1356
H -5.719 -7.417 -0.839 0.0445
H -7.227 -8.167 -0.259 0.0894
H -6.138 -7.248 0.766 0.0581
H -3.568 -10.935 1.512 0.1388
H -2.273 -9.768 1.507 0.0885
H -2.108 -11.341 -0.398 0.0884
H -2.491 -9.693 -1.018 0.0503
H -3.650 -10.957 -1.009 0.0773

(2)
23
Properties=species:S:1:pos:R:3:nbo_charge:R:1 method="wB97M-V/def2-TZVPD" de_lowest_ev=0.000 orbital_gap_ev=9.1 smiles=C1CSC2(SC1)SCCCS2 total_charge=0 max_force_ev_per_a=1.55
C 1.023 -2.412 -1.154 -0.4319
C 0.255 -3.095 -0.040 -0.5310
S -1.249 -2.126 0.375 0.2671
C -0.605 -0.426 0.593 -0.6543
S 1.177 -0.408 0.900 0.2450
C 1.777 -1.190 -0.623 -0.5548
S -1.467 0.404 1.951 0.2624
C -1.714 2.129 1.391 -0.5280
C -0.493 2.652 0.696 -0.4415
C -0.414 2.246 -0.779 -0.5118
S -0.971 0.481 -0.993 0.1711
H 0.361 -2.085 -1.958 0.2233
H 1.753 -3.105 -1.619 0.2163
H 0.898 -3.232 0.838 0.2227
H -0.042 -4.105 -0.310 0.2400
H 2.810 -1.522 -0.396 0.2301
H 1.827 -0.454 -1.438 0.2247
H -2.582 2.216 0.737 0.2220
H -1.880 2.717 2.333 0.2420
H 0.405 2.340 1.222 0.2242
H -0.419 3.727 0.765 0.2170
H 0.620 2.351 -1.120 0.2187
H -1.071 2.898 -1.371 0.2266

(3)
18
Properties=species:S:1:pos:R:3:nbo_charge:R:1 method="wB97M-V/def2-TZVPD" de_lowest_ev=2.652 orbital_gap_ev=10.6 smiles="N#C[C@]1(O)NCCCC1=O" total_charge=0 max_force_ev_per_a=3.80
N -0.173 3.567 0.247 -0.3107
C -0.400 2.448 0.395 0.2599
C -0.249 0.930 0.686 0.2328
O -0.488 0.786 2.121 -0.7024
N 1.078 0.689 0.254 -0.6023
C 1.482 -0.672 0.021 -0.2328
C 0.544 -1.128 -1.134 -0.4089
C -1.014 -1.038 -0.795 -0.5348
C -1.359 0.253 -0.192 0.5687
O -2.422 0.806 -0.169 -0.4744
H -1.046 0.050 2.328 0.4828
H 1.565 0.876 1.053 0.3672
H 1.380 -1.219 0.966 0.1829
H 2.541 -0.539 -0.329 0.2255
H 0.885 -2.213 -1.374 0.2169
H 0.611 -0.626 -2.107 0.2271
H -1.333 -1.877 -0.217 0.2497
H -1.602 -1.093 -1.754 0.2526

(4)
10
Properties=species:S:1:pos:R:3:nbo_charge:R:1 method="wB97M-V/def2-TZVPD" de_lowest_ev=0.774 orbital_gap_ev=10.5 smiles=OCCO total_charge=0 max_force_ev_per_a=0.47
O -0.680 1.198 -0.397 -0.7427
C -0.707 -0.178 -0.053 -0.0893
C 0.748 -0.602 0.301 -0.0736
O 1.685 0.400 0.007 -0.7174
H -1.572 1.477 -0.631 0.4856
H -1.365 -0.340 0.811 0.1641
H -1.088 -0.775 -0.893 0.1618
H 0.801 -0.867 1.368 0.1573
H 1.006 -1.506 -0.267 0.1647
H 1.175 1.185 -0.245 0.4896

(5)
8
Properties=species:S:1:pos:R:3:nbo_charge:R:1 method="wB97M-V/def2-TZVPD" de_lowest_ev=4.750 orbital_gap_ev="7.4 / 8.3" total_charge=0 max_force_ev_per_a=4.12
C -1.147 0.777 1.183 -0.1750
N -0.774 1.076 0.034 -0.0582
O 0.909 0.073 -0.075 -0.8091
P 0.989 -0.539 -1.485 0.7560
H -2.112 1.157 1.279 0.2252
H -0.584 0.069 1.764 0.2348
H 0.412 -1.724 -1.270 -0.1124
H 2.307 -0.890 -1.431 -0.0613

(6)
45
Properties=species:S:1:pos:R:3:lowdin_charge:R:1 method="wB97M-V/def2-TZVPD" orbital_gap_ev="3.6 / 3.6" total_charge=+3 max_force_ev_per_a=6.08
I -2.025 5.767 -4.740 0.1454
I -0.044 4.608 -6.179 0.1425
Ce -0.430 0.746 -0.538 1.0815
P 1.574 2.396 0.294 0.7266
C 1.897 4.037 -0.432 -0.2156
C 1.048 2.656 2.036 -0.1994
H 1.829 3.180 2.594 0.0901
H 3.880 2.029 1.006 0.0867
H 0.839 1.729 2.587 0.0605
H 3.031 0.487 0.824 0.0429
H 0.964 4.636 -0.477 0.0723
H 0.124 3.249 2.092 0.0736
C 3.151 1.490 0.393 -0.2014
H 2.652 4.614 0.134 0.0892
H 3.579 1.341 -0.608 0.0768
H 2.248 3.935 -1.479 0.0742
P -1.986 -0.780 -2.047 0.7070
C -2.823 -0.148 -3.523 -0.2043
C -1.118 -2.329 -2.389 -0.1923
H -2.744 -1.503 0.205 0.0492
H -3.884 -1.926 -1.086 0.0968
H -3.801 -0.259 -0.460 0.0792
C -3.204 -1.144 -0.730 -0.1885
H -0.585 -2.716 -1.509 0.0662
H -1.837 -3.085 -2.717 0.0894
H -3.541 -0.887 -3.918 0.0895
H -2.072 0.096 -4.303 0.0793
H -0.360 -2.181 -3.171 0.0801
H -3.353 0.801 -3.299 0.0771
C -0.530 2.383 -2.424 -0.0616
O -0.703 3.185 -3.231 0.0040
C 0.369 -0.980 0.842 -0.1845
C 0.401 -2.055 1.914 -0.2766
C -0.674 -2.900 2.291 -0.0197
C -0.505 -3.814 3.370 -0.0379
C 0.702 -3.882 4.063 -0.0337
C 1.759 -3.035 3.693 -0.0263
C 1.579 -2.151 2.633 -0.0601
H 0.537 0.011 1.369 0.0191
H 1.123 -1.165 0.054 0.0913
H -1.617 -2.812 1.735 0.0954
H -1.355 -4.485 3.667 0.1391
H 0.825 -4.601 4.902 0.1402
H 2.706 -3.068 4.231 0.1278
H 2.375 -1.470 2.332 0.1093